# 1
{
  "formula": "C7H9NO2Zn",
  "method": "ωB97M-V/def2-TZVPD",
  "elements": ["Zn", "C", "H", "H", "H", "H", "H", "O", "C", "O", "C", "C", "C", "C", "C", "N", "H", "H", "H", "H"],
  "xyz": [[-0.222860, -0.091475, -0.348634], [-1.994947, -0.921898, -2.271668], [-2.696120, -0.161367, -1.925752], [-1.422569, -0.549677, -3.123874], [-2.521444, -1.840025, -2.536322], [-1.256886, -1.234200, -1.368228], [-0.867885, -1.508808, -0.293959], [1.759409, 3.315132, -0.882487], [1.181235, 2.292716, -0.506327], [0.487508, 1.454455, -1.239331], [1.249716, 1.930062, 0.962292], [1.852265, 2.686010, 1.976830], [1.805297, 2.213606, 3.294072], [1.195978, 0.978917, 3.546330], [0.628777, 0.263074, 2.492483], [0.648755, 0.756342, 1.237400], [2.334977, 3.612491, 1.674161], [2.229816, 2.809622, 4.102360], [1.157860, 0.556620, 4.546920], [0.134760, -0.707776, 2.628235]],
  "forces_ev_per_angstrom": [[0.594, -0.057, 0.316], [1.044, -0.626, 0.549], [-0.048, 0.001, 0.024], [-0.128, -0.003, -0.040], [-0.136, 0.114, -0.126], [-2.659, 0.570, -3.600], [1.238, -0.248, 2.180], [-0.834, -1.444, 0.439], [0.330, 1.025, -1.093], [0.511, 0.722, 0.280], [-0.203, -0.748, 1.039], [-0.184, -0.266, -0.409], [-0.178, -0.091, -0.630], [-0.054, -0.137, -0.138], [0.225, 0.633, -0.205], [0.404, 0.313, 1.589], [-0.115, -0.141, 0.233], [-0.072, -0.250, -0.206], [0.016, 0.160, -0.153], [0.250, 0.471, -0.046]],
  "mulliken_charge": [-0.096, -1.113, 0.265, 0.318, 0.319, 0.447, -0.173, -0.625, 0.363, -0.602, 0.619, -0.403, -0.245, -0.546, 0.097, -0.220, 0.446, 0.401, 0.372, 0.377],
  "e_lumo_ev": -0.5
}



# 2
{
  "formula": "C7H9NO3",
  "method": "ωB97M-V/def2-TZVPD",
  "elements": ["C", "C", "O", "C", "C", "C", "O", "C", "O", "C", "N", "H", "H", "H", "H", "H", "H", "H", "H", "H"],
  "xyz": [[-0.494173, 2.092346, 0.578018], [0.174533, 1.102020, -0.392585], [-0.835986, 0.373339, -1.028754], [-0.679534, -1.045276, -0.840963], [-1.958015, -1.628152, -0.202338], [0.444277, -1.222909, 0.136530], [0.675208, -2.246316, 0.702516], [1.164507, 0.143841, 0.313859], [1.539639, 0.430845, 1.578221], [2.305135, -0.034916, -0.593056], [3.223860, -0.130400, -1.266268], [-1.191257, 1.693867, 1.301488], [-0.946368, 2.965764, 0.019577], [0.366217, 2.400142, 1.292115], [0.780541, 1.658954, -1.160461], [-0.494953, -1.605227, -1.769574], [-2.404690, -0.857738, 0.333226], [-1.546859, -2.467195, 0.293088], [-2.590372, -2.193289, -0.987044], [2.468299, 0.570308, 1.692409]],
  "forces_ev_per_angstrom": [[2.293, 1.406, 0.620], [-0.094, 1.902, 0.399], [0.157, -1.474, -0.762], [-1.165, 0.392, -0.163], [0.793, -2.102, -3.611], [-0.483, -0.095, 0.201], [0.531, 0.036, 0.350], [-0.148, -1.222, -2.040], [-0.792, 0.222, 1.656], [0.119, 0.343, 0.379], [0.500, -0.140, -0.458], [-0.485, -0.608, -0.352], [0.609, -1.014, 0.774], [-1.372, 0.308, -1.340], [-0.777, -0.223, 0.621], [0.326, 0.483, 0.018], [-1.198, 0.791, 1.172], [-0.107, -0.724, 1.594], [0.472, 1.690, 1.075], [0.821, 0.027, -0.134]],
  "mulliken_charge": [-1.222, -0.202, -0.413, 0.413, -1.338, -0.004, -0.544, 1.490, -0.568, -0.245, -0.447, 0.309, 0.327, 0.314, 0.395, 0.314, 0.358, 0.388, 0.288, 0.387],
  "smiles": "C[C@@H]1O[C@H](C)C(=O)[C@@]1(O)C#N",
  "de_lowest_kj_mol": 172.2,
  "e_lumo_ev": 0.1
}



# 3
{
  "formula": "C7H9NO3",
  "method": "ωB97M-V/def2-TZVPD",
  "elements": ["C", "C", "O", "C", "C", "C", "O", "C", "O", "C", "N", "H", "H", "H", "H", "H", "H", "H", "H", "H"],
  "xyz": [[-0.265606, -2.099425, -0.251219], [-0.870158, -0.854240, -0.869451], [0.188041, 0.106473, -1.116761], [0.082778, 1.358736, -0.553516], [1.222065, 1.605327, 0.494084], [-1.290876, 1.477382, 0.088583], [-1.889958, 2.298720, 0.669744], [-1.845958, -0.327768, 0.073649], [-1.769594, -0.566542, 1.477892], [-3.260862, -0.280296, -0.325377], [-4.361908, -0.049989, -0.639125], [-0.439728, -2.062783, 0.913481], [0.793500, -2.309570, -0.612198], [-0.678939, -3.083493, -0.639746], [-1.262187, -1.124346, -1.823104], [0.133919, 2.191595, -1.284864], [1.097587, 2.501126, 0.946470], [2.053717, 1.726768, -0.243032], [1.283828, 0.807216, 1.198523], [-2.564205, -0.450840, 2.021804]],
  "forces_ev_per_angstrom": [[1.066, -2.399, 0.960], [1.706, -1.550, 0.847], [0.285, -0.223, -0.508], [-0.537, 1.162, 1.242], [0.031, -1.719, -3.879], [-0.562, -2.856, -0.007], [0.162, 0.309, -0.147], [-2.894, 4.616, 1.417], [1.224, -0.906, -0.188], [-1.115, 0.680, -0.882], [1.893, -0.658, 0.636], [1.039, -0.364, -2.436], [-0.936, 1.011, 0.976], [-0.476, 1.345, 0.526], [-0.751, 0.246, -0.652], [-0.012, -0.586, -0.043], [-0.517, 2.862, 1.579], [0.091, -0.551, 1.314], [0.351, -0.617, 0.267], [-0.047, 0.198, -1.020]],
  "mulliken_charge": [-1.306, 0.117, -0.433, 0.266, -1.309, 0.328, -0.463, 0.866, -0.603, -0.109, -0.488, 0.245, 0.315, 0.354, 0.454, 0.330, 0.449, 0.294, 0.346, 0.349],
  "smiles": "C[C@@H]1O[C@H](C)C(=O)[C@@]1(O)C#N",
  "de_lowest_kj_mol": 257.4,
  "e_lumo_ev": 0.4
}



# 4
{
  "formula": "C7H9NO4",
  "method": "ωB97M-V/def2-TZVPD",
  "elements": ["C", "C", "C", "C", "C", "C", "C", "N", "O", "O", "O", "O", "H", "H", "H", "H", "H", "H", "H", "H", "H"],
  "xyz": [[-1.282792, -0.329284, 1.017570], [-2.284001, 0.358569, 0.259969], [-0.306200, 1.515113, -0.593604], [-0.610102, -1.086408, 0.141431], [-1.171705, -2.092972, -0.861067], [2.194657, 0.777442, 0.840423], [0.528481, 0.244530, -0.815267], [1.789174, 0.157083, -0.400822], [-1.564637, 1.513161, -0.193296], [-0.568558, 0.468717, 1.943523], [-3.434410, 0.119157, -0.115059], [0.209006, 2.570160, -0.867584], [-1.483303, -1.541662, -1.777345], [-1.919376, -2.533894, -0.227060], [-0.449092, -2.732390, -1.258779], [1.970001, 0.176336, 1.814418], [3.295213, 0.999970, 0.861356], [1.776492, 1.702736, 1.052065], [0.439638, -0.176791, -1.907312], [2.486215, -0.438063, -0.788293], [0.385303, 0.328480, 1.874731]],
  "forces_ev_per_angstrom": [[1.847, 0.171, 1.389], [-3.415, -0.465, -0.673], [1.311, 1.269, -0.337], [1.428, 0.496, -2.495], [-0.663, 3.095, 1.054], [2.033, -1.860, 1.413], [-2.227, -4.188, -0.781], [1.849, 2.495, 1.571], [-1.833, 0.125, -0.570], [-1.448, -0.232, -0.863], [3.616, 0.892, 0.888], [0.031, -0.522, 0.056], [-0.751, -0.340, 0.667], [-0.829, -0.933, -0.887], [1.295, -1.412, 0.062], [0.625, 0.222, -1.567], [-0.930, -0.600, -0.176], [-1.204, 1.821, -0.278], [-0.221, 0.893, 2.142], [-0.254, -0.392, -0.597], [-0.259, -0.537, -0.019]],
  "mulliken_charge": [0.025, 0.598, 0.715, 0.315, -1.400, -1.188, -0.471, -0.015, -0.313, -0.444, -0.557, -0.550, 0.316, 0.390, 0.389, 0.422, 0.355, 0.466, 0.427, 0.303, 0.218],
  "de_lowest_kj_mol": 480.8,
  "e_lumo_ev": -0.6
}



# 5
{
  "formula": "C7H9NO5P",
  "method": "ωB97M-V/def2-TZVPD",
  "elements": ["O", "C", "O", "C", "C", "C", "N", "C", "C", "C", "P", "O", "O", "O", "H", "H", "H", "H", "H", "H", "H", "H", "H"],
  "xyz": [[-0.534257, 2.515927, 0.910555], [-0.144466, 1.473179, 1.293903], [-0.397946, 0.987068, 2.504973], [0.790729, 0.667926, 0.426347], [2.136153, 0.660802, 0.763225], [3.052582, 0.036409, -0.056321], [2.618330, -0.569873, -1.166429], [1.322888, -0.593332, -1.510107], [0.348728, 0.015916, -0.730377], [-1.082242, -0.075508, -1.224377], [-2.368608, -0.624370, -0.063470], [-3.402357, -1.384423, -0.771987], [-1.603365, -1.463978, 1.043912], [-2.963358, 0.662605, 0.631115], [-0.231987, 0.033038, 2.516796], [2.515642, 1.146515, 1.645823], [4.105293, 0.023355, 0.155711], [3.288116, -1.028570, -1.770844], [1.058585, -1.097364, -2.423489], [-1.361544, 0.853776, -1.710536], [-1.102043, -0.843635, -1.989641], [-2.202818, -2.191363, 1.278789], [-3.842055, 0.795900, 0.246427]],
  "forces_ev_per_angstrom": [[-0.357, 1.141, -0.471], [0.305, -0.588, 0.284], [-0.060, -0.286, 0.064], [-0.151, -0.220, -0.075], [0.534, -0.203, -0.264], [-0.372, 0.221, 0.249], [-0.083, 0.035, -0.002], [-0.408, 0.170, 0.257], [0.191, -0.166, -0.383], [0.933, -0.093, 0.571], [-1.209, -0.201, -1.276], [0.205, -0.081, 0.020], [0.272, 0.205, 0.214], [0.352, 0.054, 0.230], [-0.022, -0.038, 0.239], [-0.128, 0.135, 0.196], [0.224, -0.089, -0.053], [0.042, -0.020, -0.045], [0.132, -0.154, -0.152], [-0.268, 0.236, 0.143], [-0.159, -0.148, -0.171], [0.182, -0.129, 0.225], [-0.156, 0.220, 0.198]],
  "mulliken_charge": [-0.436, 0.356, -0.423, 0.691, -0.452, -0.552, 0.025, -0.890, 0.740, -1.062, 0.932, -0.707, -0.471, -0.462, 0.386, 0.510, 0.438, 0.290, 0.423, 0.477, 0.480, 0.334, 0.372],
  "smiles": "O=C(O)c1cc[nH+]cc1CP(=O)(O)O",
  "e_lumo_ev": -5.1,
  "total_charge": 1
}



The E results, record by record, are as follows: -2256.6587, -552.5395, -552.5071, -627.6632, -1044.3287 Ha.